1.
Formula: C35H52Br18F3IN2O3P
Source: the OMol25 dataset
Level of theory: ωB97M-V/def2-TZVPD

Structure (XYZ):
```
115
Properties=species:S:1:pos:R:3:lowdin_charge:R:1
C -2.641 0.665 2.759 0.00
C -1.945 -0.036 1.708 -0.22
C -2.552 -0.312 0.248 -0.19
N -2.067 0.654 -0.803 -0.09
C -2.486 2.048 -0.463 -0.15
C -3.511 2.510 -1.649 -0.15
C -3.833 4.086 -1.635 -0.32
C -5.365 4.258 -1.099 -0.10
C -3.699 4.581 -3.184 -0.18
C -4.232 6.069 -3.428 -0.19
C -3.108 7.210 -3.303 -0.08
C -1.680 6.961 -3.464 -0.30
C -0.803 7.102 -2.118 -0.09
C -1.084 6.543 -4.893 -0.09
C -0.610 0.515 -1.047 -0.21
C 0.014 1.541 -2.105 -0.12
O 0.947 2.389 -1.340 -0.15
C 1.961 2.919 -2.195 -0.22
C 1.676 4.304 -2.848 0.01
C 2.758 4.971 -3.758 -0.04
C 4.159 4.311 -4.043 -0.14
C 4.433 2.876 -3.387 -0.16
C 3.337 2.221 -2.472 0.00
C -0.373 -0.991 -1.632 -0.43
C -1.050 -1.204 -3.086 -0.03
P 1.504 -1.349 -1.871 0.80
O 1.769 -2.848 -2.100 -0.44
N -0.865 -2.074 -0.717 0.11
C -2.224 -1.845 -0.124 -0.28
C -2.277 -2.776 1.216 -0.12
C -2.377 -4.369 0.845 -0.31
C -3.800 -5.007 1.235 -0.62
I -3.690 -7.210 1.093 0.71
C -3.450 -2.370 -1.046 -0.08
O -4.013 -1.347 -1.912 -0.01
C -5.417 -1.271 -1.808 -0.46
F -5.844 -0.229 -2.693 0.09
F -5.888 -0.911 -0.526 0.10
F -6.045 -2.452 -2.266 0.11
H -2.107 1.558 3.248 0.08
H -3.683 0.362 3.122 0.09
H -0.872 -0.379 1.939 -0.11
H -3.688 -0.134 0.325 0.16
H -3.126 2.107 0.500 0.13
H -1.630 2.789 -0.310 0.13
H -4.503 1.968 -1.392 0.10
H -3.194 2.093 -2.669 0.11
H -3.153 4.662 -0.922 0.13
H -5.656 3.467 -0.329 0.07
H -6.099 4.185 -1.992 0.09
H -5.551 5.299 -0.645 0.08
H -4.306 3.815 -3.797 0.12
H -2.600 4.415 -3.461 0.10
H -5.125 6.379 -2.792 0.10
H -4.600 6.104 -4.530 0.11
H -3.461 8.264 -3.044 0.10
H 0.250 7.465 -2.371 0.07
H -0.812 6.061 -1.612 0.07
H -1.336 7.810 -1.396 0.08
H -0.306 7.301 -5.243 0.08
H -1.886 6.444 -5.712 0.09
H -0.577 5.501 -4.823 0.06
H 0.041 0.561 -0.088 0.16
H -0.753 2.282 -2.551 0.14
H 0.525 1.052 -3.008 0.12
H 0.669 4.794 -2.635 0.07
H 2.492 6.005 -4.188 0.09
H 4.926 4.861 -4.692 0.02
H 5.457 2.376 -3.572 -0.01
H 3.592 1.208 -2.016 0.07
H -1.548 -2.248 -3.132 0.10
H -1.867 -0.429 -3.327 0.11
H -0.251 -1.221 -3.915 0.09
H 2.202 -0.762 -0.767 0.04
H 1.893 -0.603 -3.051 0.04
H -0.842 -3.005 -1.193 0.17
H -0.170 -2.142 0.064 0.18
H -1.298 -2.689 1.830 0.07
H -3.202 -2.497 1.851 0.15
H -2.058 -4.578 -0.244 0.10
H -1.597 -4.927 1.492 0.05
H -3.993 -4.746 2.339 0.07
H -4.662 -4.704 0.554 0.04
H -4.290 -2.807 -0.389 0.14
H -3.040 -3.202 -1.733 0.15
C 7.406 1.959 -6.576 -1.56
Br 6.167 3.017 -5.520 0.78
Br 9.098 2.872 -6.833 0.58
Br 7.649 0.184 -5.833 0.57
H 6.958 1.833 -7.561 -0.02
C 1.940 -1.129 4.352 -1.56
Br 3.201 0.321 4.611 0.60
Br 0.292 -0.515 3.526 0.74
Br 2.726 -2.604 3.370 0.55
H 1.681 -1.507 5.340 -0.02
C -0.481 -6.226 4.660 -1.59
Br -0.459 -4.395 4.014 0.57
Br 1.242 -6.755 5.371 0.58
Br -1.911 -6.522 5.936 0.58
H -0.682 -6.865 3.802 -0.03
C 2.600 -8.965 9.042 -1.61
Br 3.382 -7.226 8.688 0.52
Br 0.667 -8.873 9.177 0.55
Br 3.171 -10.289 7.745 0.56
H 2.972 -9.290 10.013 -0.03
C 6.254 -3.794 9.185 -1.61
Br 5.727 -4.315 10.978 0.56
Br 7.305 -5.171 8.313 0.54
Br 4.728 -3.262 8.109 0.53
H 6.894 -2.919 9.284 -0.03
C 10.438 -5.994 5.356 -1.61
Br 9.611 -7.603 6.055 0.55
Br 9.438 -5.258 3.866 0.55
Br 10.733 -4.675 6.747 0.54
H 11.417 -6.278 4.973 -0.03
```

Calculated values
Kohn-Sham gap in hartree: 0.230
E_LUMO in eV: -2.637
Total charge: +1

2.
Formula: C35H52F16O7P2
Source: the OMol25 dataset
Level of theory: ωB97M-V/def2-TZVPD

Structure (XYZ):
```
112
Properties=species:S:1:pos:R:3:lowdin_charge:R:1
C 9.761 0.873 1.118 -0.12
C 8.783 1.048 -0.036 -0.28
C 8.866 2.472 -0.594 -0.22
C 8.106 2.601 -1.930 -0.21
C 6.643 3.025 -1.731 -0.21
C 6.084 3.625 -3.034 -0.21
C 4.553 3.475 -3.145 -0.19
C 3.801 4.784 -2.774 -0.19
C 3.143 4.709 -1.369 -0.20
C 1.606 4.741 -1.466 -0.23
C 1.115 6.169 -1.231 -0.20
C -0.390 6.398 -1.468 -0.20
C -1.265 5.134 -1.464 -0.21
C -2.757 5.524 -1.360 -0.19
C -3.627 4.765 -2.381 -0.18
C -4.175 3.462 -1.778 -0.13
C -3.503 2.204 -2.227 -0.13
C -2.791 2.005 -3.335 0.06
C -2.272 0.654 -3.626 -0.34
O -2.213 0.209 -4.778 0.09
C -1.865 -0.162 -2.422 -0.14
P -0.545 -1.373 -2.607 0.42
O -1.048 -2.737 -2.770 -0.25
O 0.521 -1.272 -1.438 -0.11
O 0.242 -0.910 -3.908 -0.11
C -2.542 0.036 -1.278 -0.24
P -2.329 -0.714 0.408 1.02
C -1.939 -2.508 0.211 -0.28
C -0.834 0.176 1.064 -0.39
C -1.271 1.443 1.831 -0.15
C -3.681 1.030 -1.317 -0.35
O -4.688 0.897 -0.634 0.10
H 9.834 -0.159 1.446 0.07
H 9.449 1.496 1.950 0.07
H 10.741 1.199 0.787 0.07
H 7.762 0.842 0.278 0.11
H 9.037 0.381 -0.856 0.10
H 9.917 2.680 -0.777 0.10
H 8.453 3.180 0.117 0.11
H 8.613 3.332 -2.553 0.11
H 8.079 1.631 -2.416 0.11
H 6.063 2.140 -1.487 0.10
H 6.566 3.762 -0.938 0.11
H 6.373 4.671 -3.065 0.10
H 6.563 3.135 -3.879 0.10
H 4.275 3.206 -4.160 0.10
H 4.229 2.690 -2.475 0.09
H 4.478 5.632 -2.783 0.10
H 3.051 4.953 -3.540 0.10
H 3.478 3.836 -0.819 0.10
H 3.479 5.583 -0.819 0.10
H 1.280 4.371 -2.434 0.11
H 1.194 4.070 -0.719 0.09
H 1.668 6.804 -1.920 0.11
H 1.385 6.431 -0.212 0.11
H -0.556 6.878 -2.429 0.11
H -0.806 7.064 -0.717 0.10
H -0.990 4.474 -0.649 0.10
H -1.114 4.624 -2.410 0.10
H -2.883 6.589 -1.524 0.10
H -3.108 5.323 -0.353 0.11
H -4.481 5.408 -2.569 0.11
H -3.087 4.623 -3.308 0.09
H -4.139 3.480 -0.695 0.12
H -5.235 3.379 -2.012 0.13
H -2.614 2.806 -4.035 0.12
H 0.978 -0.419 -1.434 0.09
H 0.273 -1.670 -4.502 0.10
H -2.494 -2.951 -0.598 0.03
H -2.261 -2.955 1.130 -0.01
H -0.869 -2.681 0.136 0.04
H -0.272 0.530 0.209 0.04
H -0.257 -0.503 1.677 0.08
H -0.933 1.393 2.857 0.06
H -0.834 2.319 1.363 0.05
H -2.347 1.581 1.794 0.05
F -0.646 -3.187 4.157 0.10
C -1.980 -3.098 4.028 -0.30
F -2.227 -2.077 3.169 0.06
C -2.685 -2.806 5.357 -0.44
F -2.320 -1.592 5.820 0.13
F -4.009 -2.729 5.046 0.11
C -2.584 -3.843 6.499 -0.03
O -1.653 -3.632 7.563 0.04
C -0.341 -4.058 7.534 -0.54
F -0.090 -4.854 6.481 0.16
F -0.150 -4.808 8.641 0.14
C 0.647 -2.887 7.627 -0.29
F 0.480 -2.022 6.612 0.10
F 1.909 -3.369 7.564 0.10
H -2.356 -4.023 3.581 0.17
H -3.547 -3.774 7.001 0.15
H -2.525 -4.861 6.113 0.15
H 0.509 -2.354 8.569 0.17
F -5.983 -8.782 0.425 0.10
C -6.743 -8.743 -0.681 -0.31
F -6.801 -10.002 -1.173 0.10
C -6.165 -7.817 -1.760 -0.44
F -4.982 -8.296 -2.194 0.14
F -7.037 -7.906 -2.805 0.10
C -6.029 -6.307 -1.458 -0.03
O -4.757 -5.775 -1.084 0.05
C -4.295 -5.717 0.213 -0.53
F -5.252 -6.037 1.104 0.15
F -3.960 -4.430 0.455 0.12
C -3.012 -6.531 0.412 -0.28
F -3.199 -7.826 0.122 0.11
F -2.639 -6.441 1.716 0.08
H -7.756 -8.432 -0.409 0.17
H -6.218 -5.830 -2.418 0.15
H -6.819 -5.957 -0.795 0.15
H -2.214 -6.137 -0.220 0.18
```

Calculated values
Kohn-Sham gap in hartree: 0.251
SMILES string: CCCCCCCCCCCCCCCCC1=CC(=O)C(P(=O)(O)O)=C(P(C)CC)C1=O.FC(F)C(F)(F)COC(F)(F)C(F)F.FC(F)C(F)(F)COC(F)(F)C(F)F
E_LUMO in eV: -1.357

Question: Which of these has the highest Kohn-Sham gap?
Answer: C35H52F16O7P2

Question: Which of these has the lowest E_LUMO?
Answer: C35H52Br18F3IN2O3P

Question: Which formula does entry 1 have?
Answer: C35H52Br18F3IN2O3P